2 unconnected molecules or ions with the total composition C3H11O2PSi in a non-equilibrium geometry. Source: OMol25; level of theory: the ωB97M-V functional and the def2-TZVPD basis.

Cartesian coordinates (Å):
C: 1.84359 -1.59358 0.23059
C: 0.05685 1.45069 1.88990
C: -0.37985 0.96371 -2.20649
O: 0.48239 -1.68806 0.18212
O: -0.03479 1.46348 0.49072
Si: -0.72363 0.35176 -0.44645
P: -2.24450 -0.94388 0.52362
H: 2.19045 -0.68453 0.75131
H: 2.29340 -1.59238 -0.77730
H: 2.24511 -2.45907 0.77485
H: 0.20476 0.43464 2.25397
H: -0.85588 1.86038 2.32407
H: 0.90808 2.07320 2.17588
H: -0.24194 0.12017 -2.87591
H: -1.21700 1.54793 -2.58060
H: 0.51192 1.58496 -2.24145
H: -1.76637 -2.09929 -0.05535
H: -3.27257 -0.79014 -0.41349

The LUMO energy is 0.4 eV. Its total energy is -902.1858 a.u. As for the HOMO-LUMO gap: 8.692 eV. Its max |F| is 3.634 eV/Å. The calculation puts the energy above the lowest of the compared OMol25 structures with the same formula, charge and spin at 21.04 kJ/mol. Its charge is 0.